The following is a DFT calculation (the ωB97M-V functional and the def2-TZVPD basis) of a 2-piece molecular cluster, C22H40IO4 overall.

The HOMO energy is -2.68 eV. Its net charge is -1. The total energy comes out at -1460.831986 hartree.

Cartesian coordinates (Å):
C (-3.800, -4.105, -1.442)
C (-2.952, -3.263, -0.804)
C (-1.521, -3.090, -1.254)
C (-0.901, -1.668, -1.324)
C (-1.530, -0.689, -0.346)
C (-1.363, -1.040, 1.135)
C (-2.294, -0.167, 2.014)
C (-1.512, 0.738, 2.962)
C (-0.699, 1.781, 2.175)
C (0.652, 2.161, 2.817)
C (0.640, -1.915, -1.144)
C (1.530, -0.793, -0.557)
C (2.193, -1.264, 0.744)
C (3.503, -1.988, 0.430)
O (2.507, -0.209, 1.641)
C (1.052, -2.295, -2.582)
O (2.102, -2.734, -2.937)
O (0.020, -2.052, -3.447)
C (-0.761, -1.067, -2.736)
C (-1.915, -0.499, -3.551)
I (-2.148, 1.602, -3.161)
C (-3.216, -1.278, -3.464)
C (-4.342, -0.648, -4.304)
H (-4.020, -3.982, -2.500)
H (-4.300, -4.927, -0.938)
H (-3.277, -2.704, 0.072)
H (-0.969, -3.712, -0.548)
H (-1.456, -3.587, -2.227)
H (-2.599, -0.581, -0.554)
H (-1.090, 0.296, -0.505)
H (-0.341, -0.847, 1.464)
H (-1.606, -2.087, 1.322)
H (-2.906, 0.480, 1.376)
H (-3.004, -0.806, 2.548)
H (-0.863, 0.163, 3.627)
H (-2.205, 1.286, 3.609)
H (-0.469, 1.398, 1.176)
H (-1.297, 2.684, 2.037)
H (0.492, 2.932, 3.569)
H (1.063, 1.267, 3.293)
H (1.317, 2.563, 2.049)
H (0.887, -2.815, -0.577)
H (1.003, 0.156, -0.438)
H (2.344, -0.612, -1.265)
H (1.550, -1.968, 1.287)
H (3.875, -2.509, 1.312)
H (3.383, -2.684, -0.402)
H (4.245, -1.228, 0.180)
H (2.167, 0.638, 1.329)
H (-0.056, -0.240, -2.592)
H (-1.593, -0.532, -4.593)
H (-3.583, -1.336, -2.442)
H (-3.055, -2.277, -3.879)
H (-4.871, 0.106, -3.720)
H (-3.949, -0.145, -5.189)
H (-5.081, -1.393, -4.599)
C (4.067, 3.904, 3.356)
C (3.752, 4.320, 1.899)
C (4.387, 5.711, 1.667)
O (2.418, 4.357, 1.688)
H (3.610, 4.612, 4.053)
H (3.667, 2.907, 3.560)
H (5.150, 3.876, 3.558)
H (4.337, 3.611, 1.250)
H (3.935, 6.444, 2.341)
H (4.218, 6.032, 0.637)
H (5.475, 5.709, 1.844)

In the natural (NBO) picture, each atom carries the following charge in e: atom 1 (C): -0.4401, atom 2 (C): -0.1438, atom 3 (C): -0.4934, atom 4 (C): 0.0610, atom 5 (C): -0.4552, atom 6 (C): -0.4183, atom 7 (C): -0.3905, atom 8 (C): -0.4006, atom 9 (C): -0.3837, atom 10 (C): -0.6407, atom 11 (C): -0.3559, atom 12 (C): -0.4367, atom 13 (C): 0.1100, atom 14 (C): -0.6302, atom 15 (O): -0.7259, atom 16 (C): 0.8133, atom 17 (O): -0.5586, atom 18 (O): -0.5225, atom 19 (C): 0.0384, atom 20 (C): -0.2953, atom 21 (I): 0.0979, atom 22 (C): -0.4484, atom 23 (C): -0.6079, atom 24 (H): 0.1914, atom 25 (H): 0.1992, atom 26 (H): 0.1993, atom 27 (H): 0.2365, atom 28 (H): 0.2330, atom 29 (H): 0.2102, atom 30 (H): 0.2329, atom 31 (H): 0.2223, atom 32 (H): 0.1959, atom 33 (H): 0.1911, atom 34 (H): 0.1943, atom 35 (H): 0.1938, atom 36 (H): 0.1967, atom 37 (H): 0.1655, atom 38 (H): 0.2016, atom 39 (H): 0.2103, atom 40 (H): 0.1842, atom 41 (H): 0.2825, atom 42 (H): 0.2378, atom 43 (H): 0.2263, atom 44 (H): 0.2288, atom 45 (H): 0.1488, atom 46 (H): 0.2090, atom 47 (H): 0.2100, atom 48 (H): 0.2207, atom 49 (H): 0.4930, atom 50 (H): 0.1913, atom 51 (H): 0.2363, atom 52 (H): 0.2185, atom 53 (H): 0.2148, atom 54 (H): 0.2146, atom 55 (H): 0.2061, atom 56 (H): 0.2079, atom 57 (C): -0.6359, atom 58 (C): 0.1327, atom 59 (C): -0.6320, atom 60 (O): -0.9667, atom 61 (H): 0.1830, atom 62 (H): 0.1904, atom 63 (H): 0.1610, atom 64 (H): 0.0589, atom 65 (H): 0.1831, atom 66 (H): 0.1898, atom 67 (H): 0.1583